No. 1
Density functional theory data (ωB97M-V/def2-TZVPD) for C43H45N5O2PbS3 as an isolated structure at a distorted geometry.

DFT total energy: -94603.9579 eV
M: 967.27 g mol⁻¹
Orbital gap: 5.86 eV

The geometry in ORCA input format:
```
! wB97M-V def2-TZVPD RIJCOSX def2/J DEFGRID3
* xyz 2 1
Pb -0.50 0.24 -0.21
O 2.12 -5.22 -4.12
C 2.84 -4.44 -3.47
O 4.06 -4.35 -3.21
C 2.03 -3.30 -2.81
C 0.64 -3.33 -2.76
C -0.05 -2.29 -2.20
N 0.60 -1.21 -1.66
C 1.94 -1.15 -1.77
C 2.67 -2.16 -2.34
C 2.58 0.09 -1.29
C 3.93 0.33 -1.51
C 4.48 1.54 -1.18
C 3.67 2.50 -0.60
C 2.36 2.19 -0.37
N 1.80 1.01 -0.71
C -1.53 -2.25 -2.19
C -2.33 -3.14 -2.90
C -3.70 -3.00 -2.83
C -4.25 -1.99 -2.06
C -3.39 -1.14 -1.39
N -2.06 -1.27 -1.47
H 0.15 -4.21 -3.16
H 3.74 -2.15 -2.43
H 4.55 -0.43 -1.97
H 5.53 1.73 -1.36
H 4.05 3.49 -0.34
H 1.73 2.92 0.09
H -1.88 -3.91 -3.52
H -4.34 -3.68 -3.39
H -5.32 -1.85 -1.98
H -3.76 -0.32 -0.79
C 4.81 -1.90 2.17
C 3.88 -2.91 1.49
S 2.13 -2.51 1.39
C 1.59 -2.59 3.10
C 1.77 -1.34 3.98
S 1.40 0.25 3.17
C 2.87 1.27 3.53
C 4.23 0.58 3.40
S 4.54 -0.15 1.78
H 5.83 -2.13 1.88
H 4.76 -2.00 3.26
H 3.98 -3.88 1.98
H 4.16 -3.06 0.44
H 2.08 -3.43 3.59
H 0.53 -2.83 3.03
H 2.79 -1.26 4.35
H 1.13 -1.44 4.85
H 2.77 1.68 4.54
H 2.79 2.09 2.82
H 4.36 -0.19 4.15
H 4.99 1.33 3.58
N -0.15 2.52 1.05
C -1.39 2.99 1.56
C -1.48 3.45 2.87
C -2.68 3.91 3.38
C -3.82 3.88 2.58
C -3.72 3.42 1.28
C -2.51 2.99 0.73
C -2.45 2.67 -0.74
C -3.21 3.43 -1.64
C -3.23 3.16 -3.00
C -2.46 2.13 -3.53
C -1.68 1.37 -2.68
C -1.69 1.65 -1.31
H 0.60 2.72 1.69
H 0.04 2.92 0.14
H -0.58 3.48 3.47
H -2.72 4.31 4.38
H -4.76 4.24 2.96
H -4.61 3.41 0.66
H -3.78 4.26 -1.26
H -3.84 3.77 -3.65
H -2.44 1.94 -4.59
H -1.06 0.58 -3.09
C -1.68 1.82 5.02
N -2.51 0.81 4.27
C -3.97 1.13 4.34
C -2.01 0.64 2.85
C -1.99 -0.81 2.38
C -2.68 -1.85 3.02
C -2.54 -3.18 2.64
C -1.67 -3.51 1.61
C -1.01 -2.50 0.93
C -1.20 -1.18 1.30
H -2.05 1.88 6.04
H -1.79 2.78 4.52
H -0.64 1.50 5.00
H -2.37 -0.09 4.72
H -4.12 2.12 3.91
H -4.29 1.12 5.37
H -4.53 0.40 3.76
H -1.00 1.03 2.83
H -2.64 1.28 2.21
H -3.38 -1.64 3.83
H -3.09 -3.95 3.16
H -1.50 -4.54 1.34
H -0.33 -2.77 0.14
*
```

These are the Löwdin partial charges, in e, on atoms 1 to 5: Pb 1.557; O 0.007; C -0.663; O -0.007; C -0.035

=====

No. 2
Density functional theory data (ωB97M-V/def2-TZVPD) for C43H46AsCdN5O2P as an isolated structure at a distorted geometry.

DFT total energy: -131569.4379 eV
M: 883.18 g mol⁻¹
Orbital gap: 8.09 eV

The geometry in ORCA input format:
```
! wB97M-V def2-TZVPD RIJCOSX def2/J DEFGRID3
* xyz 1 1
Cd -17.78 4.52 -9.58
C -20.10 3.67 -7.62
C -20.85 3.89 -8.95
N -20.09 3.47 -10.12
C -20.07 2.05 -10.38
C -18.91 1.31 -9.68
C -19.08 -0.03 -9.24
C -18.06 -0.64 -8.57
C -16.91 0.06 -8.27
C -16.77 1.37 -8.80
C -15.52 2.22 -8.51
N -15.90 3.58 -8.03
C -16.40 3.69 -6.66
C -17.87 3.35 -6.59
N -18.74 4.19 -7.46
N -17.74 1.93 -9.49
H -20.26 2.62 -7.27
H -20.71 4.21 -6.88
H -21.24 4.92 -9.11
H -21.81 3.33 -8.77
H -20.26 4.01 -10.97
H -19.97 1.86 -11.42
H -21.05 1.65 -10.09
H -20.07 -0.51 -9.43
H -18.13 -1.71 -8.39
H -16.14 -0.37 -7.66
H -14.82 2.31 -9.35
H -15.03 1.67 -7.70
H -15.06 4.18 -8.11
H -16.14 4.67 -6.20
H -15.79 3.03 -5.99
H -18.09 3.37 -5.45
H -17.99 2.37 -6.92
H -18.82 5.17 -7.10
O -16.20 7.50 -7.31
C -16.80 7.11 -8.30
O -16.44 6.25 -9.16
C -18.21 7.72 -8.47
C -18.34 8.97 -7.77
C -19.57 9.62 -7.80
C -20.59 9.05 -8.55
C -20.28 7.84 -9.24
N -19.16 7.14 -9.15
H -17.44 9.33 -7.25
H -19.73 10.45 -7.15
H -21.55 9.56 -8.68
H -21.04 7.31 -9.89
C -16.24 6.24 -12.41
C -15.29 6.44 -13.59
As -13.68 7.66 -13.38
C -14.32 8.64 -11.83
C -15.62 9.20 -11.88
C -16.11 10.03 -10.86
C -15.31 10.28 -9.71
C -14.02 9.76 -9.70
C -13.54 8.94 -10.72
C -12.64 6.34 -12.37
C -12.90 5.79 -11.10
C -12.14 4.71 -10.67
C -11.09 4.20 -11.44
C -10.80 4.74 -12.67
C -11.62 5.76 -13.15
P -17.08 4.60 -12.12
C -16.25 3.33 -13.06
C -16.00 2.05 -12.50
C -15.78 0.94 -13.29
C -15.75 1.13 -14.70
C -15.94 2.37 -15.23
C -16.22 3.48 -14.44
C -18.65 4.90 -13.01
C -19.32 6.14 -12.92
C -20.37 6.46 -13.76
C -20.88 5.51 -14.64
C -20.40 4.13 -14.52
C -19.28 3.84 -13.71
H -17.01 6.97 -12.50
H -15.72 6.51 -11.44
H -15.76 6.93 -14.44
H -14.82 5.49 -14.01
H -16.28 9.06 -12.75
H -17.09 10.51 -10.95
H -15.74 10.86 -8.91
H -13.33 9.95 -8.89
H -12.57 8.45 -10.58
H -13.76 6.10 -10.50
H -12.49 4.22 -9.75
H -10.44 3.41 -11.01
H -10.07 4.27 -13.31
H -11.46 6.15 -14.13
H -16.14 1.91 -11.45
H -15.66 -0.05 -12.76
H -15.60 0.27 -15.33
H -15.94 2.36 -16.30
H -16.47 4.44 -14.85
H -19.09 6.94 -12.19
H -20.78 7.50 -13.76
H -21.74 5.76 -15.31
H -20.86 3.31 -15.08
H -18.91 2.82 -13.55
*
```

These are the Löwdin partial charges, in e, on atoms 1 to 5: Cd 1.326; C -0.220; C -0.213; N -0.112; C -0.142

=====

No. 3
Density functional theory data (ωB97M-V/def2-TZVPD) for a 6-piece molecular cluster, C43H46BBrNO24P overall at a distorted geometry.

DFT total energy: -175975.5339 eV
Structure (SMILES): CC(C)CC[C@]1(P(C)O)OC(=O)[C@@H](B(N)O)[C@@H]1CCCBr.O=C1C=C(O)C(=O)C=C1O.O=C1C=C(O)C(=O)C=C1O.O=C1C=C(O)C(=O)C=C1O.O=C1C=C(O)C(=O)C=C1O.O=C1C=C(O)C(=O)C=C1O
M: 1082.51 g mol⁻¹
Orbital gap: 6.55 eV

The geometry in ORCA input format:
```
! wB97M-V def2-TZVPD RIJCOSX def2/J DEFGRID3
* xyz 0 1
C 3.60 -0.38 1.45
C 2.80 0.88 1.76
C 3.77 2.04 1.92
C 1.78 1.18 0.63
C 0.39 1.58 1.13
C -0.72 0.55 0.89
P -1.14 -0.09 2.61
C -2.22 1.20 3.36
O -2.13 -1.37 2.33
O -0.31 -0.67 0.23
C -0.60 -0.61 -1.10
O -0.51 -1.58 -1.84
C -1.05 0.82 -1.39
B -1.65 1.13 -2.82
N -1.02 0.59 -3.99
O -2.74 1.97 -3.00
C -1.84 1.02 -0.07
C -2.53 2.35 0.17
C -4.02 2.35 -0.20
C -4.96 1.94 0.92
Br -5.06 0.01 1.12
H 4.37 -0.19 0.71
H 4.13 -0.69 2.36
H 2.97 -1.22 1.17
H 2.25 0.74 2.70
H 4.24 2.29 0.97
H 3.31 2.93 2.36
H 4.58 1.73 2.59
H 1.76 0.35 -0.07
H 2.18 2.03 0.09
H 0.10 2.50 0.63
H 0.45 1.83 2.19
H -3.19 1.22 2.89
H -1.75 2.17 3.23
H -2.32 1.00 4.42
H -2.09 -1.96 3.09
H -0.08 1.33 -1.36
H -0.96 1.31 -4.71
H -0.07 0.32 -3.79
H -3.55 1.48 -3.16
H -2.52 0.17 -0.03
H -2.43 2.71 1.19
H -2.07 3.09 -0.48
H -4.20 1.65 -1.01
H -4.34 3.34 -0.52
H -4.69 2.39 1.87
H -5.97 2.26 0.69
O 0.60 -4.02 -0.81
C 0.06 -4.83 -0.08
C 0.72 -6.00 0.48
C 0.01 -6.83 1.27
O 0.54 -7.92 1.83
C -1.44 -6.60 1.58
O -2.00 -7.42 2.29
C -2.09 -5.43 1.03
C -1.39 -4.59 0.24
O -1.90 -3.51 -0.31
H 1.76 -6.16 0.25
H -0.19 -8.33 2.33
H -3.13 -5.26 1.27
H -1.18 -3.08 -0.83
O -7.73 -2.37 0.08
C -8.23 -2.71 1.13
C -9.66 -2.67 1.40
C -10.12 -3.05 2.60
O -11.41 -3.04 2.92
C -9.20 -3.51 3.70
O -9.71 -3.82 4.76
C -7.78 -3.57 3.42
C -7.31 -3.20 2.22
O -6.03 -3.22 1.90
H -10.31 -2.33 0.61
H -11.46 -3.36 3.84
H -7.13 -3.92 4.21
H -5.97 -2.90 0.98
O 8.99 -1.97 1.92
C 8.34 -2.17 0.91
C 7.29 -1.30 0.44
C 6.61 -1.60 -0.69
O 5.64 -0.82 -1.14
C 6.93 -2.84 -1.48
O 6.28 -3.08 -2.49
C 8.01 -3.70 -1.02
C 8.67 -3.39 0.10
O 9.67 -4.13 0.58
H 7.07 -0.41 1.02
H 5.26 -1.20 -1.97
H 8.24 -4.58 -1.60
H 9.96 -3.67 1.40
O 7.48 2.36 -7.56
C 7.04 1.65 -6.68
C 7.56 0.34 -6.35
C 7.00 -0.38 -5.37
O 7.41 -1.59 -5.02
C 5.83 0.15 -4.58
O 5.38 -0.57 -3.72
C 5.32 1.47 -4.89
C 5.89 2.19 -5.87
O 5.48 3.40 -6.21
H 8.40 -0.03 -6.93
H 6.83 -1.90 -4.30
H 4.49 1.84 -4.31
H 6.06 3.68 -6.95
O -4.91 5.77 0.89
C -3.83 6.32 0.99
C -3.43 7.46 0.19
C -2.20 7.98 0.35
O -1.76 9.02 -0.33
C -1.22 7.41 1.34
O -0.12 7.92 1.41
C -1.63 6.27 2.15
C -2.86 5.76 1.99
O -3.31 4.73 2.68
H -4.14 7.86 -0.51
H -0.85 9.19 -0.02
H -0.92 5.88 2.86
H -4.22 4.58 2.36
*
```

These are the Löwdin partial charges, in e, on atoms 1 to 5: C -0.072; C -0.416; C -0.081; C -0.146; C -0.159